Density functional theory data (ωB97M-V/def2-TZVPD) for a 10-piece molecular cluster, C69H183N24O10P7 overall.

Calculated values
Net charge   0
Gap between HOMO and LUMO   8.60 eV
HOMO level   -8.08 eV
SMILES   CN(C)P(=O)(N(C)C)N(C)C.CN(C)P(=O)(N(C)C)N(C)C.CN(C)P(=O)(N(C)C)N(C)C.CN(C)P(=O)(N(C)C)N(C)C.CN(C)P(=O)(N(C)C)N(C)C.CN(C)P(=O)(N(C)C)N(C)C.CN(C)P(=O)(N(C)C)N(C)C.CC1(C)CCCC(C)(C)N1O.CC1(C)CCCC(C)(C)N1O.CC1(C)CCCC(C)(C)N1O

Last columns: bonded neighbours and bond lengths (Å).
Atoms and positions in Å:
1 O -4.12881 -10.34100 -0.60209  P2 1.506
2 P -3.86402 -11.06320 -1.89727  O1 1.506, N3 1.743, N6 1.703, N9 1.727
3 N -5.29672 -11.47085 -2.80322  P2 1.743, C4 1.472, C5 1.485
4 C -5.22779 -11.88878 -4.21294  N3 1.472, H12 1.090, H13 1.090, H14 1.090
5 C -6.45660 -11.90263 -1.98221  N3 1.485, H15 1.090, H16 1.090, H17 1.090
6 N -3.07957 -12.57306 -1.81934  P2 1.703, C7 1.479, C8 1.496
7 C -2.23345 -13.05341 -2.93289  N6 1.479, H18 1.090, H19 1.090, H20 1.090
8 C -3.21983 -13.46262 -0.62448  N6 1.496, H21 1.090, H22 1.090, H23 1.090
9 N -2.96870 -10.13464 -3.04509  P2 1.727, C10 1.468, C11 1.454
10 C -3.67549 -9.09483 -3.80231  N9 1.468, H24 1.090, H25 1.090, H26 1.090
11 C -1.60741 -9.71445 -2.75556  N9 1.454, H27 1.090, H28 1.090, H29 1.090
12 H -4.67409 -11.22370 -4.87566  C4 1.090
13 H -6.23770 -11.75829 -4.60174  C4 1.090
14 H -5.05100 -12.95722 -4.33660  C4 1.090
15 H -7.33362 -11.36057 -2.33592  C5 1.090
16 H -6.28976 -11.53609 -0.96933  C5 1.090
17 H -6.55260 -12.98832 -1.96984  C5 1.090
18 H -2.72344 -12.87836 -3.89068  C7 1.090
19 H -1.35620 -12.40647 -2.93369  C7 1.090
20 H -1.88509 -14.08479 -2.87852  C7 1.090
21 H -3.59707 -12.96308 0.26785  C8 1.090
22 H -3.94768 -14.24953 -0.82221  C8 1.090
23 H -2.26375 -13.96786 -0.48756  C8 1.090
24 H -3.21716 -8.72933 -4.72126  C10 1.090
25 H -4.68559 -9.34249 -4.12859  C10 1.090
26 H -3.64094 -8.28150 -3.07746  C10 1.090
27 H -1.46257 -8.63447 -2.72831  C11 1.090
28 H -0.96490 -10.05303 -3.56837  C11 1.090
29 H -1.22601 -10.22757 -1.87275  C11 1.090
30 O -12.27521 -4.03993 0.47151  P31 1.476
31 P -11.19693 -3.55627 1.35520  O30 1.476, N32 1.688, N35 1.660, N38 1.680
32 N -9.66447 -3.41663 0.66165  P31 1.688, C33 1.428, C34 1.420
33 C -9.53221 -3.16489 -0.73783  N32 1.428, H41 1.090, H42 1.090, H43 1.090
34 C -8.46947 -3.31024 1.42145  N32 1.420, H44 1.090, H45 1.090, H46 1.090
35 N -10.92955 -4.60633 2.61300  P31 1.660, C36 1.513, C37 1.490
36 C -10.43748 -5.97682 2.20323  N35 1.513, H47 1.090, H48 1.090, H49 1.090
37 C -11.69026 -4.40840 3.87877  N35 1.490, H50 1.090, H51 1.090, H52 1.090
38 N -11.51201 -2.05175 2.03407  P31 1.680, C39 1.410, C40 1.460
39 C -10.56438 -1.24307 2.69348  N38 1.410, H53 1.090, H54 1.090, H55 1.090
40 C -12.80375 -1.43162 1.75555  N38 1.460, H56 1.090, H57 1.090, H58 1.090
41 H -9.33245 -2.10135 -0.86850  C33 1.090
42 H -10.48215 -3.26271 -1.26333  C33 1.090
43 H -8.76771 -3.75878 -1.23875  C33 1.090
44 H -8.64655 -3.17095 2.48791  C34 1.090
45 H -7.76990 -2.58763 1.00129  C34 1.090
46 H -7.93614 -4.26063 1.40096  C34 1.090
47 H -11.21697 -6.48540 1.63592  C36 1.090
48 H -9.46307 -5.94972 1.71550  C36 1.090
49 H -10.29697 -6.66185 3.03935  C36 1.090
50 H -11.20588 -4.98908 4.66381  C37 1.090
51 H -11.79814 -3.36300 4.16789  C37 1.090
52 H -12.66758 -4.87847 3.76932  C37 1.090
53 H -10.85423 -0.24601 3.02508  C39 1.090
54 H -10.07292 -1.66949 3.56796  C39 1.090
55 H -9.80961 -0.89890 1.98639  C39 1.090
56 H -13.14072 -0.76708 2.55112  C40 1.090
57 H -13.62716 -2.14566 1.77124  C40 1.090
58 H -12.94201 -0.82002 0.86396  C40 1.090
59 O 11.57055 8.32138 -5.37787  P60 1.471
60 P 11.51770 7.54636 -4.12849  O59 1.471, N61 1.735, N64 1.693, N67 1.698
61 N 11.36111 8.61209 -2.76800  P60 1.735, C62 1.495, C63 1.465
62 C 12.62404 9.29008 -2.34318  N61 1.495, H70 1.090, H71 1.090, H72 1.090
63 C 10.12324 9.37861 -2.60679  N61 1.465, H73 1.090, H74 1.090, H75 1.090
64 N 12.86843 6.57342 -3.82011  P60 1.693, C65 1.522, C66 1.495
65 C 13.48723 5.88226 -5.02645  N64 1.522, H76 1.090, H77 1.090, H78 1.090
66 C 13.01496 5.71677 -2.60319  N64 1.495, H79 1.090, H80 1.090, H81 1.090
67 N 10.19551 6.48189 -4.09847  P60 1.698, C68 1.460, C69 1.479
68 C 10.00843 5.55650 -5.21264  N67 1.460, H82 1.090, H83 1.090, H84 1.090
69 C 9.56428 5.91686 -2.88666  N67 1.479, H85 1.090, H86 1.090, H87 1.090
70 H 13.39596 8.58479 -2.03530  C62 1.090
71 H 12.45184 9.85909 -1.42958  C62 1.090
72 H 13.08945 9.98130 -3.04582  C62 1.090
73 H 9.70830 9.82984 -3.50807  C63 1.090
74 H 10.22704 10.09836 -1.79482  C63 1.090
75 H 9.30745 8.71617 -2.31736  C63 1.090
76 H 13.83194 6.63405 -5.73644  C65 1.090
77 H 14.44282 5.41804 -4.78263  C65 1.090
78 H 12.78679 5.13567 -5.40074  C65 1.090
79 H 14.00070 5.32746 -2.34854  C66 1.090
80 H 12.77784 6.29144 -1.70785  C66 1.090
81 H 12.37364 4.83542 -2.59895  C66 1.090
82 H 9.17148 5.86423 -5.83947  C68 1.090
83 H 10.92805 5.58829 -5.79692  C68 1.090
84 H 9.96369 4.54608 -4.80625  C68 1.090
85 H 10.20062 5.18509 -2.38897  C69 1.090
86 H 8.60207 5.43213 -3.05184  C69 1.090
87 H 9.45124 6.69979 -2.13676  C69 1.090
88 O -4.11286 11.96570 5.73390  P89 1.485
89 P -5.34725 11.14180 5.68774  O88 1.485, N90 1.696, N93 1.755, N96 1.729
90 N -5.91987 10.59570 4.18727  P89 1.696, C91 1.511, C92 1.497
91 C -7.33350 10.09242 4.00577  N90 1.511, H99 1.090, H100 1.090, H101 1.090
92 C -5.01228 10.47308 3.00323  N90 1.497, H102 1.090, H103 1.090, H104 1.090
93 N -6.60497 12.16814 6.35435  P89 1.755, C94 1.470, C95 1.486
94 C -6.52177 12.55466 7.77000  N93 1.470, H105 1.090, H106 1.090, H107 1.090
95 C -7.02269 13.29081 5.47547  N93 1.486, H108 1.090, H109 1.090, H110 1.090
96 N -5.34541 9.72822 6.68415  P89 1.729, C97 1.402, C98 1.439
97 C -4.12873 9.11981 7.02480  N96 1.402, H111 1.090, H112 1.090, H113 1.090
98 C -6.55871 9.03720 7.03419  N96 1.439, H114 1.090, H115 1.090, H116 1.090
99 H -7.76561 10.37600 3.04610  C91 1.090
100 H -8.01173 10.55866 4.72042  C91 1.090
101 H -7.35653 9.01700 4.18192  C91 1.090
102 H -4.44476 11.40179 3.06263  C92 1.090
103 H -5.56064 10.21226 2.09804  C92 1.090
104 H -4.30573 9.65529 3.14505  C92 1.090
105 H -7.26193 13.23022 8.19881  C94 1.090
106 H -6.59759 11.70689 8.45091  C94 1.090
107 H -5.52562 12.94142 7.98495  C94 1.090
108 H -6.25953 14.05450 5.32555  C95 1.090
109 H -7.22615 12.88386 4.48497  C95 1.090
110 H -7.89678 13.78588 5.89854  C95 1.090
111 H -3.56712 9.81099 7.65326  C97 1.090
112 H -4.40852 8.20050 7.53927  C97 1.090
113 H -3.45256 9.02107 6.17559  C97 1.090
114 H -6.59949 8.01417 6.66021  C98 1.090
115 H -7.47030 9.56720 6.75815  C98 1.090
116 H -6.67698 9.02826 8.11772  C98 1.090
117 O -1.08047 -1.01830 -12.21437  P118 1.481
118 P 0.29324 -0.46605 -12.21752  O117 1.481, N119 1.709, N122 1.698, N125 1.751
119 N 0.50702 1.11237 -11.59688  P118 1.709, C120 1.460, C121 1.487
120 C -0.59023 1.89891 -11.04154  N119 1.460, H128 1.090, H129 1.090, H130 1.090
121 C 1.75529 1.91557 -11.69183  N119 1.487, H131 1.090, H132 1.090, H133 1.090
122 N 0.96081 -0.55866 -13.77595  P118 1.698, C123 1.517, C124 1.454
123 C 1.17564 0.51692 -14.82333  N122 1.517, H134 1.090, H135 1.090, H136 1.090
124 C 1.27674 -1.84480 -14.37672  N122 1.454, H137 1.090, H138 1.090, H139 1.090
125 N 1.47352 -1.40488 -11.32817  P118 1.751, C126 1.382, C127 1.447
126 C 1.10144 -2.43687 -10.48754  N125 1.382, H140 1.090, H141 1.090, H142 1.090
127 C 2.88384 -1.08806 -11.26068  N125 1.447, H143 1.090, H144 1.090, H145 1.090
128 H -1.10693 2.40473 -11.85718  C120 1.090
129 H -0.29402 2.69732 -10.36116  C120 1.090
130 H -1.32942 1.26110 -10.55687  C120 1.090
131 H 1.55117 2.77448 -12.33114  C121 1.090
132 H 2.52573 1.34694 -12.21258  C121 1.090
133 H 2.15666 2.12372 -10.70003  C121 1.090
134 H 0.33967 1.20380 -14.69123  C123 1.090
135 H 2.09831 1.04397 -14.58045  C123 1.090
136 H 1.18913 0.29893 -15.89122  C123 1.090
137 H 1.31152 -1.79312 -15.46494  C124 1.090
138 H 2.20131 -2.29769 -14.01872  C124 1.090
139 H 0.48279 -2.57808 -14.23516  C124 1.090
140 H 1.49638 -3.37296 -10.88231  C126 1.090
141 H 1.47640 -2.22048 -9.48720  C126 1.090
142 H 0.01358 -2.48199 -10.43628  C126 1.090
143 H 3.32015 -0.83734 -12.22756  C127 1.090
144 H 3.37633 -2.02609 -11.00448  C127 1.090
145 H 3.06813 -0.36489 -10.46622  C127 1.090
146 O -1.64673 -3.61509 10.22093  P147 1.494
147 P -2.95789 -4.31115 10.39363  O146 1.494, N148 1.707, N151 1.683, N154 1.701
148 N -2.95791 -5.81375 9.58339  P147 1.707, C149 1.411, C150 1.559
149 C -3.69978 -6.98405 9.85156  N148 1.411, H157 1.090, H158 1.090, H159 1.090
150 C -2.08600 -5.85665 8.29189  N148 1.559, H160 1.090, H161 1.090, H162 1.090
151 N -4.38338 -3.53056 9.95516  P147 1.683, C152 1.448, C153 1.484
152 C -5.66595 -4.17372 10.14698  N151 1.448, H163 1.090, H164 1.090, H165 1.090
153 C -4.43096 -2.05146 9.84822  N151 1.484, H166 1.090, H167 1.090, H168 1.090
154 N -3.22771 -4.71304 12.02411  P147 1.701, C155 1.460, C156 1.509
155 C -3.54356 -3.59570 12.90951  N154 1.460, H169 1.090, H170 1.090, H171 1.090
156 C -2.26661 -5.69245 12.65284  N154 1.509, H172 1.090, H173 1.090, H174 1.090
157 H -3.00850 -7.81073 10.01536  C149 1.090
158 H -4.38964 -7.19857 9.03536  C149 1.090
159 H -4.30744 -6.81022 10.73961  C149 1.090
160 H -2.63912 -5.27539 7.55412  C150 1.090
161 H -1.73993 -6.79605 7.86077  C150 1.090
162 H -1.15028 -5.33530 8.49369  C150 1.090
163 H -6.37048 -3.44638 10.55036  C152 1.090
164 H -6.03479 -4.48110 9.16843  C152 1.090
165 H -5.58487 -5.10003 10.71573  C152 1.090
166 H -4.25519 -1.56312 10.80672  C153 1.090
167 H -3.59584 -1.74423 9.21872  C153 1.090
168 H -5.32659 -1.75179 9.30402  C153 1.090
169 H -4.59578 -3.38056 12.72340  C155 1.090
170 H -3.46597 -3.95019 13.93733  C155 1.090
171 H -2.80393 -2.83832 12.64984  C155 1.090
172 H -1.24806 -5.36833 12.43927  C156 1.090
173 H -2.59072 -6.70274 12.40313  C156 1.090
174 H -2.32425 -5.69126 13.74131  C156 1.090
175 O 12.30383 -0.98663 5.96637  P176 1.454
176 P 11.61413 -1.19462 7.22916  O175 1.454, N177 1.740, N180 1.744, N183 1.710
177 N 11.82205 -2.83907 7.76001  P176 1.740, C178 1.483, C179 1.481
178 C 11.58151 -3.32515 9.13998  N177 1.483, H186 1.090, H187 1.090, H188 1.090
179 C 12.16410 -3.96013 6.85425  N177 1.481, H189 1.090, H190 1.090, H191 1.090
180 N 9.88408 -1.06011 7.05618  P176 1.744, C181 1.497, C182 1.544
181 C 8.89779 -1.72934 7.96252  N180 1.497, H192 1.090, H193 1.090, H194 1.090
182 C 9.25913 0.26104 6.55971  N180 1.544, H195 1.090, H196 1.090, H197 1.090
183 N 12.08145 -0.22895 8.56057  P176 1.710, C184 1.466, C185 1.523
184 C 13.36759 0.47195 8.61756  N183 1.466, H198 1.090, H199 1.090, H200 1.090
185 C 11.09208 0.13285 9.66081  N183 1.523, H201 1.090, H202 1.090, H203 1.090
186 H 12.52816 -3.17153 9.65802  C178 1.090
187 H 11.19101 -4.34278 9.14675  C178 1.090
188 H 10.93304 -2.65016 9.69853  C178 1.090
189 H 12.89632 -4.60645 7.33822  C179 1.090
190 H 12.68056 -3.65072 5.94560  C179 1.090
191 H 11.30088 -4.57338 6.59565  C179 1.090
192 H 8.02053 -2.00017 7.37502  C181 1.090
193 H 9.29956 -2.69372 8.27341  C181 1.090
194 H 8.64679 -1.06310 8.78789  C181 1.090
195 H 9.91115 0.58031 5.74667  C182 1.090
196 H 8.29243 0.00231 6.12769  C182 1.090
197 H 9.16013 1.01094 7.34454  C182 1.090
198 H 13.47532 0.89702 7.61966  C184 1.090
199 H 13.44349 1.33771 9.27544  C184 1.090
200 H 14.23473 -0.15766 8.81693  C184 1.090
201 H 11.51550 0.02896 10.65982  C185 1.090
202 H 10.29740 -0.61178 9.70668  C185 1.090
203 H 10.68086 1.13507 9.54020  C185 1.090
204 C 14.76618 -5.03444 -0.88922  C205 1.550, H215 1.090, H216 1.090, H217 1.090
205 C 13.64019 -5.25547 -1.93121  C204 1.550, C206 1.516, N210 1.465, C214 1.573
206 C 13.14116 -6.68174 -1.80922  C205 1.516, C207 1.524, H218 1.090, H219 1.090
207 C 11.87933 -6.99609 -2.60381  C206 1.524, C208 1.553, H220 1.090, H221 1.090
208 C 10.78295 -6.01758 -2.10250  C207 1.553, C209 1.522, H222 1.090, H223 1.090
209 C 11.16492 -4.54593 -2.17091  C208 1.522, N210 1.484, C212 1.585, C213 1.517
210 N 12.50998 -4.40067 -1.56007  C205 1.465, C209 1.484, O211 1.377
211 O 12.83861 -3.06525 -1.48526  N210 1.377, H233 0.960
212 C 11.12991 -4.10854 -3.69390  C209 1.585, H224 1.090, H225 1.090, H226 1.090
213 C 10.20821 -3.73362 -1.31857  C209 1.517, H227 1.090, H228 1.090, H229 1.090
214 C 14.17559 -5.00652 -3.38925  C205 1.573, H230 1.090, H231 1.090, H232 1.090
215 H 14.71441 -5.70677 -0.03284  C204 1.090
216 H 14.63074 -4.15641 -0.25770  C204 1.090
217 H 15.76614 -5.02534 -1.32292  C204 1.090
218 H 13.91456 -7.35598 -2.17714  C206 1.090
219 H 13.10016 -7.01120 -0.77102  C206 1.090
220 H 11.59508 -8.02455 -2.38121  C207 1.090
221 H 12.10502 -7.03148 -3.66961  C207 1.090
222 H 10.61316 -6.24176 -1.04939  C208 1.090
223 H 9.90383 -6.09757 -2.74190  C208 1.090
224 H 10.06454 -4.07841 -3.92237  C212 1.090
225 H 11.67723 -3.17920 -3.85162  C212 1.090
226 H 11.63996 -4.72185 -4.43674  C212 1.090
227 H 9.24859 -3.84138 -1.82416  C213 1.090
228 H 9.94312 -4.00101 -0.29567  C213 1.090
229 H 10.28795 -2.65886 -1.48180  C213 1.090
230 H 15.21974 -5.27515 -3.54952  C214 1.090
231 H 14.17079 -3.96449 -3.70901  C214 1.090
232 H 13.69638 -5.56124 -4.19593  C214 1.090
233 H 12.89240 -3.00432 -0.52870  O211 0.960
234 C -13.71612 8.09575 -5.60661  C235 1.566, H245 1.090, H246 1.090, H247 1.090
235 C -12.71295 7.04871 -6.19722  C234 1.566, C236 1.551, N240 1.472, C244 1.598
236 C -11.59217 7.94251 -6.78960  C235 1.551, C237 1.505, H248 1.090, H249 1.090
237 C -10.24851 7.31050 -7.03454  C236 1.505, C238 1.516, H250 1.090, H251 1.090
238 C -9.84401 6.62444 -5.74449  C237 1.516, C239 1.588, H252 1.090, H253 1.090
239 C -10.88582 5.52669 -5.26296  C238 1.588, N240 1.467, C242 1.541, C243 1.561
240 N -12.21896 6.13040 -5.15811  C235 1.472, C239 1.467, O241 1.411
241 O -13.14009 5.25406 -4.54673  N240 1.411, H263 0.960
242 C -10.83969 4.31152 -6.20876  C239 1.541, H254 1.090, H255 1.090, H256 1.090
243 C -10.53278 5.04592 -3.82093  C239 1.561, H257 1.090, H258 1.090, H259 1.090
244 C -13.49896 6.22330 -7.31664  C235 1.598, H260 1.090, H261 1.090, H262 1.090
245 H -14.17705 8.75767 -6.33977  C234 1.090
246 H -13.16884 8.63457 -4.83313  C234 1.090
247 H -14.42773 7.51608 -5.01866  C234 1.090
248 H -11.91055 8.56202 -7.62802  C236 1.090
249 H -11.37096 8.69347 -6.03116  C236 1.090
250 H -9.47361 8.05836 -7.20286  C237 1.090
251 H -10.20828 6.66085 -7.90887  C237 1.090
252 H -9.75634 7.31077 -4.90226  C238 1.090
253 H -8.86479 6.14576 -5.75440  C238 1.090
254 H -10.80823 4.54691 -7.27257  C242 1.090
255 H -9.92486 3.73900 -6.05567  C242 1.090
256 H -11.64265 3.58093 -6.11080  C242 1.090
257 H -10.84955 5.76310 -3.06369  C243 1.090
258 H -11.05544 4.12995 -3.54540  C243 1.090
259 H -9.48211 4.84154 -3.61495  C243 1.090
260 H -13.92219 6.99327 -7.96171  C244 1.090
261 H -14.36088 5.70094 -6.90150  C244 1.090
262 H -12.90925 5.45024 -7.80932  C244 1.090
263 H -13.09415 5.59978 -3.65233  O241 0.960
264 C -2.57491 3.10838 1.45953  C265 1.533, H275 1.090, H276 1.090, H277 1.090
265 C -1.14437 2.64991 1.15333  C264 1.533, C266 1.595, N270 1.429, C274 1.577
266 C -0.87815 1.61995 2.34176  C265 1.595, C267 1.516, H278 1.090, H279 1.090
267 C 0.31332 0.72616 2.06023  C266 1.516, C268 1.493, H280 1.090, H281 1.090
268 C 0.10275 0.06746 0.73674  C267 1.493, C269 1.494, H282 1.090, H283 1.090
269 C -0.11931 0.96981 -0.43327  C268 1.494, N270 1.487, C272 1.565, C273 1.599
270 N -1.14101 2.00459 -0.12150  C265 1.429, C269 1.487, O271 1.372
271 O -1.31676 2.94760 -1.10307  N270 1.372, H293 0.960
272 C 1.26939 1.53901 -0.87625  C269 1.565, H284 1.090, H285 1.090, H286 1.090
273 C -0.74569 0.19149 -1.68152  C269 1.599, H287 1.090, H288 1.090, H289 1.090
274 C -0.11503 3.83435 1.30516  C265 1.577, H290 1.090, H291 1.090, H292 1.090
275 H -3.27580 2.28407 1.32775  C264 1.090
276 H -2.89267 3.92466 0.81083  C264 1.090
277 H -2.68174 3.43407 2.49423  C264 1.090
278 H -0.62755 2.11825 3.27824  C266 1.090
279 H -1.75846 1.05325 2.64508  C266 1.090
280 H 0.34331 0.01978 2.88982  C267 1.090
281 H 1.16189 1.40951 2.09283  C267 1.090
282 H -0.83635 -0.48560 0.75437  C268 1.090
283 H 0.96221 -0.59202 0.61618  C268 1.090
284 H 1.12632 2.27722 -1.66534  C272 1.090
285 H 1.66693 2.10352 -0.03281  C272 1.090
286 H 1.93543 0.83815 -1.37952  C272 1.090
287 H -0.77849 0.82982 -2.56445  C273 1.090
288 H -0.37359 -0.83161 -1.73525  C273 1.090
289 H -1.80603 0.05350 -1.46995  C273 1.090
290 H 0.11658 4.26926 2.27743  C274 1.090
291 H -0.26872 4.61150 0.55649  C274 1.090
292 H 0.90702 3.50372 1.12024  C274 1.090
293 H -2.04325 2.49119 -1.53377  O271 0.960